a.
This record from OMol25 describes one molecule with the formula C4H12N2OS. The level of theory is ωB97M-V with the def2-TZVPD basis set.

The value obtained for the HOMO energy is -8.666 eV. The net charge is 0. For the orbital gap, the calculation gives 9.600 eV. The SMILES is NC[C@@H](CS)NCO.

Last column: Löwdin charge in e.
Cartesian coordinates (Å):
S (-1.08, -0.61, 2.92)  0.689
O (1.48, 0.28, -2.39)  -0.074
N (-0.75, 1.99, 0.86)  -0.011
N (0.42, -1.14, -0.79)  -0.017
C (-0.70, 1.02, -0.22)  -0.236
C (-1.01, -1.11, 1.16)  -0.504
C (1.63, -0.78, -1.44)  -0.306
C (-0.07, -0.28, 0.28)  -0.420
H (0.50, -2.10, -0.50)  0.103
H (-0.63, 0.61, 2.74)  -0.186
H (0.09, 2.56, 0.96)  0.086
H (-1.70, 0.84, -0.60)  0.123
H (2.07, -1.62, -1.97)  0.122
H (2.42, -0.39, -0.77)  0.123
H (-0.03, 1.36, -1.02)  0.099
H (0.77, 0.05, 0.91)  0.128
H (-0.61, -2.12, 1.22)  0.055
H (0.82, -0.03, -3.03)  0.089
H (-1.58, 2.55, 0.87)  0.068
H (-2.04, -1.07, 0.81)  0.070

b.
This record from OMol25 describes one molecule with the formula C4H12N2OS. The level of theory is ωB97M-V with the def2-TZVPD basis set.

The value obtained for the HOMO energy is -8.453 eV. The net charge is 0. For the orbital gap, the calculation gives 8.940 eV. The SMILES is C=[S@](=O)(NC)N(C)C.

Last column: Löwdin charge in e.
Cartesian coordinates (Å):
S (-0.84, 0.14, 0.31)  0.940
O (-1.96, -0.73, -0.87)  -0.475
N (0.09, 1.02, -0.75)  -0.373
N (0.15, -1.00, 1.00)  -0.260
C (1.21, 1.58, 0.02)  -0.125
C (0.12, -2.39, 0.61)  -0.108
C (-1.18, 1.21, 1.54)  -0.271
C (0.25, 0.26, -1.95)  -0.162
H (1.24, -0.03, -2.33)  0.094
H (0.06, -2.15, -0.46)  0.063
H (2.18, 0.90, 0.14)  0.122
H (-0.94, -2.79, 0.89)  0.129
H (0.21, -0.95, 2.02)  0.111
H (1.58, 2.47, -0.63)  0.121
H (-0.21, 0.95, -2.69)  0.099
H (0.96, -2.79, 0.95)  0.039
H (0.74, 1.75, 0.92)  -0.013
H (-0.26, -0.68, -2.05)  0.046
H (-2.06, 1.05, 2.13)  0.013
H (-1.35, 2.19, 1.19)  0.008

Relative stability in kJ/mol, measured from the most stable structure: a 0.0; b 645.5

a.
This record from OMol25 describes a 2-piece molecular cluster, C4H9NO4 overall. The level of theory is ωB97M-V with the def2-TZVPD basis set.

The value obtained for the HOMO energy is -10.289 eV. The net charge is 0. For the orbital gap, the calculation gives 10.375 eV. The SMILES is CNC(=O)CC(=O)O.O.

Last column: Löwdin charge in e.
Cartesian coordinates (Å):
O (-0.53, -1.15, -1.86)  0.085
O (-0.62, -3.59, -5.22)  -0.091
O (-1.40, 0.14, 1.22)  0.074
O (1.22, -1.59, -0.39)  0.076
N (0.26, 1.47, 2.00)  -0.016
C (-0.32, 1.74, 3.26)  -0.091
C (0.20, -0.81, -0.91)  -0.433
C (0.26, 0.66, -0.38)  -0.009
C (-0.32, 0.68, 1.05)  -0.494
H (1.19, 1.85, 1.77)  0.141
H (-0.25, 0.83, 3.87)  0.095
H (1.88, -1.14, 0.20)  0.138
H (-1.06, -2.86, -5.71)  0.045
H (0.14, 2.57, 3.81)  0.093
H (-0.25, -3.15, -4.42)  0.039
H (-0.32, 1.29, -1.09)  0.136
H (1.29, 1.08, -0.33)  0.114
H (-1.39, 1.98, 3.10)  0.097

b.
This record from OMol25 describes a 2-piece molecular cluster, C4H9NO4 overall. The level of theory is ωB97M-V with the def2-TZVPD basis set.

The value obtained for the HOMO energy (alpha / beta) is -8.080 / -8.078 eV. The net charge is 0. For the orbital gap (alpha / beta), the calculation gives 6.598 / 6.599 eV. The SMILES is CNC(C)=O.O=C(O)O.

Last column: Löwdin charge in e.
Cartesian coordinates (Å):
O (1.44, -0.80, 0.58)  0.116
O (-0.51, 1.81, 0.37)  0.070
O (2.08, 1.37, 0.93)  0.090
O (2.43, 0.36, -1.07)  0.092
N (-0.67, -0.42, 0.93)  -0.075
C (1.71, 0.35, 0.10)  -0.602
C (-0.66, 0.25, -1.47)  0.012
C (-0.32, 0.65, -0.05)  -0.487
C (-1.67, -1.45, 0.81)  -0.102
H (-0.22, -0.71, -1.72)  0.097
H (-1.24, -2.40, 1.12)  0.078
H (3.32, 0.70, -0.88)  0.126
H (-0.43, -0.14, 1.88)  0.133
H (1.34, 2.02, 0.95)  0.110
H (-2.05, -1.59, -0.20)  0.072
H (-0.28, 1.02, -2.14)  0.095
H (-1.75, 0.19, -1.57)  0.097
H (-2.52, -1.22, 1.45)  0.077

Relative stability in kJ/mol, measured from the most stable structure: a 0.0; b 324.5

a.
This record from OMol25 describes a 2-piece molecular cluster, CHBr2NO overall. The level of theory is ωB97M-V with the def2-TZVPD basis set.

The value obtained for the HOMO energy is -9.979 eV. The net charge is 0. For the orbital gap, the calculation gives 9.726 eV. The SMILES is [O-][N+]#CBr.Br.

Last column: Löwdin charge in e.
Cartesian coordinates (Å):
Br (-2.10, -0.82, -0.81)  0.785
Br (2.05, -1.37, 0.21)  0.388
O (0.46, 2.07, 0.66)  0.040
N (-0.29, 1.25, 0.28)  -0.232
C (-0.81, 0.36, -0.24)  -0.632
H (0.68, -1.49, -0.10)  -0.349

b.
This record from OMol25 describes a 2-piece molecular cluster, CHBr2NO overall. The level of theory is ωB97M-V with the def2-TZVPD basis set.

The value obtained for the HOMO energy (alpha / beta) is -10.025 / -10.024 eV. The net charge is 0. For the orbital gap (alpha / beta), the calculation gives 8.127 / 8.126 eV.

Last column: Löwdin charge in e.
Cartesian coordinates (Å):
Br (-1.11, -1.37, 0.82)  0.596
Br (0.18, -0.59, -2.15)  0.666
O (-0.38, 1.50, 1.13)  -0.052
N (-0.09, 1.19, -0.02)  -0.184
C (-0.03, -0.18, -0.31)  -1.262
H (1.41, -0.54, 0.52)  0.236

Relative stability in kJ/mol, measured from the most stable structure: a 0.0; b 168.5

a.
This record from OMol25 describes C5H11NOS as an isolated structure. The level of theory is ωB97M-V with the def2-TZVPD basis set.

The value obtained for the HOMO energy (alpha / beta) is -8.876 / -8.869 eV. The net charge is 0. For the orbital gap (alpha / beta), the calculation gives 8.718 / 8.833 eV.

Last column: Löwdin charge in e.
Cartesian coordinates (Å):
S (-0.68, 0.47, 0.73)  1.095
O (-1.28, 2.43, -0.06)  -0.538
N (-1.68, -0.54, -0.29)  -0.368
C (-2.78, -1.32, 0.30)  -0.178
C (1.75, -0.56, 0.90)  -0.141
C (2.04, 0.99, 0.97)  -0.078
C (1.20, 0.55, -1.52)  -0.058
C (1.03, 0.42, -0.02)  -0.645
H (-2.55, -2.05, 1.09)  0.075
H (1.65, 1.47, 1.79)  0.071
H (2.21, 0.51, -1.94)  0.087
H (0.78, 1.45, -1.81)  0.042
H (-3.03, -1.88, -0.66)  0.104
H (2.45, -1.43, 0.67)  0.128
H (0.65, -0.36, -1.99)  0.107
H (-2.14, -0.01, -1.02)  0.080
H (2.83, 1.42, 0.44)  0.087
H (1.23, -0.78, 1.81)  0.056
H (-3.67, -0.77, 0.60)  0.072

b.
This record from OMol25 describes one molecule with the formula C5H11NOS. The level of theory is ωB97M-V with the def2-TZVPD basis set.

The value obtained for the HOMO energy (alpha / beta) is -8.144 / -8.229 eV. The net charge is 0. For the orbital gap (alpha / beta), the calculation gives 7.970 / 8.116 eV.

Last column: Löwdin charge in e.
Cartesian coordinates (Å):
S (2.76, -0.32, -0.10)  0.876
O (-2.11, 1.73, 0.00)  -0.069
N (3.60, 1.00, -0.02)  -0.437
C (-0.35, -1.54, -0.72)  -0.108
C (-0.29, -0.15, -0.04)  -0.508
C (1.18, 0.26, -0.38)  -0.359
C (-1.72, 0.51, -0.56)  -0.208
C (-0.37, -0.24, 1.50)  -0.045
H (4.63, 0.85, 0.02)  -0.022
H (-2.54, -0.17, -0.22)  0.135
H (-0.05, -1.36, -1.78)  0.097
H (1.16, 1.35, -0.35)  0.063
H (0.53, -0.18, 1.97)  0.037
H (-0.94, 0.69, 1.81)  0.097
H (-1.11, -1.03, 1.69)  0.096
H (-1.38, 2.38, -0.10)  0.111
H (-1.68, 0.52, -1.64)  0.109
H (-1.36, -1.90, -0.78)  0.065
H (0.08, -2.40, -0.30)  0.070

Relative stability in kJ/mol, measured from the most stable structure: a 217.2; b 0.0

a.
This record from OMol25 describes one molecule with the formula C2H2BrF3. The level of theory is ωB97M-V with the def2-TZVPD basis set.

The value obtained for the HOMO energy is -11.010 eV. The net charge is 0. For the orbital gap, the calculation gives 11.693 eV. The SMILES is FC(F)[C@@H](F)Br.

Last column: Löwdin charge in e.
Cartesian coordinates (Å):
Br (-2.29, -0.06, 0.25)  0.761
F (-0.78, -1.81, -1.08)  -0.045
F (1.80, -0.22, -0.03)  0.039
F (0.61, -1.67, 1.10)  0.072
C (0.56, -0.47, 0.52)  -0.413
C (-0.64, -0.53, -0.58)  -0.675
H (-0.33, 0.29, -1.21)  0.090
H (0.26, 0.42, 1.28)  0.171

b.
This record from OMol25 describes one molecule with the formula C2H2BrF3. The level of theory is ωB97M-V with the def2-TZVPD basis set.

The value obtained for the HOMO energy is -10.625 eV. The net charge is 0. For the orbital gap, the calculation gives 11.408 eV. The SMILES is FC(F)[C@@H](F)Br.

Last column: Löwdin charge in e.
Cartesian coordinates (Å):
Br (2.31, 0.29, -0.28)  0.686
F (1.01, -1.28, 1.56)  0.017
F (-1.60, -0.89, 0.34)  0.069
F (-0.05, -1.97, -0.93)  0.054
C (-0.48, -0.81, -0.37)  -0.359
C (0.76, -0.29, 0.75)  -0.676
H (0.42, 0.62, 1.21)  0.074
H (-0.77, -0.03, -1.04)  0.135

Relative stability in kJ/mol, measured from the most stable structure: a 0.0; b 17.0

a.
This record from OMol25 describes a 2-piece molecular cluster, C2H5IOS overall. The level of theory is ωB97M-V with the def2-TZVPD basis set.

The value obtained for the HOMO energy (alpha / beta) is -9.188 / -9.196 eV. The net charge is 0. For the orbital gap (alpha / beta), the calculation gives 6.673 / 6.683 eV.

Last column: Löwdin charge in e.
Cartesian coordinates (Å):
I (1.24, -4.14, -1.12)  0.569
S (2.43, -2.68, 0.28)  0.069
O (1.00, -0.73, -0.26)  -0.236
C (-0.09, -1.25, -0.90)  -0.500
C (-1.26, -1.91, -0.02)  -0.091
H (-2.03, -2.08, -0.84)  0.093
H (0.24, -2.04, -1.61)  -0.045
H (-1.62, -1.23, 0.69)  0.037
H (-0.88, -2.79, 0.54)  0.031
H (-0.51, -0.48, -1.36)  0.073

b.
This record from OMol25 describes a 2-piece molecular cluster, C2H5IOS overall. The level of theory is ωB97M-V with the def2-TZVPD basis set.

The value obtained for the HOMO energy (alpha / beta) is -8.955 / -9.182 eV. The net charge is 0. For the orbital gap (alpha / beta), the calculation gives 7.606 / 7.803 eV.

Last column: Löwdin charge in e.
Cartesian coordinates (Å):
I (2.90, -0.55, -0.18)  0.485
S (1.23, 0.92, -0.93)  0.280
O (1.26, 1.89, 1.34)  -0.345
C (-0.69, -0.73, 0.42)  -0.220
C (-0.49, 0.28, -0.68)  -0.615
H (-1.13, 1.25, -0.51)  0.113
H (-1.80, -0.81, 0.67)  0.097
H (-0.30, -1.66, 0.07)  0.039
H (-0.84, -0.23, -1.60)  0.074
H (-0.14, -0.35, 1.40)  0.091

Relative stability in kJ/mol, measured from the most stable structure: a 0.0; b 129.5